[1]
A cluster of 12 separate species, C56H87N2O34S in total, computed with ωB97M-V/def2-TZVPD.

```
180
Properties=species:S:1:pos:R:3:forces:R:3
C -1.12959 -5.76040 -3.94678 -0.183 0.004 -0.106
C -0.32264 -4.47317 -3.98393 -0.092 -0.172 -0.433
C 1.13009 -4.54916 -3.48365 -0.096 0.736 -0.014
N 1.95867 -5.02330 -4.63767 -0.300 -0.607 0.548
C 2.15981 -6.17086 -4.93042 -0.097 0.385 -0.208
S 2.43173 -7.64066 -5.39683 0.152 -0.264 -0.079
C 1.36574 -5.46390 -2.28287 0.444 0.099 0.127
C 0.96420 -4.89568 -0.89220 -0.149 -0.518 0.409
C 2.15191 -5.02012 0.07391 -0.065 0.237 -0.240
C -0.16909 -5.72490 -0.28125 -0.036 0.273 -0.045
N 0.50100 -3.48364 -0.99265 0.021 -0.295 -0.746
O -0.76267 -3.32892 -1.12324 0.012 0.085 0.253
C 1.33207 -2.54428 -1.79365 -0.006 0.599 -0.026
C 0.54324 -1.23881 -1.94504 0.204 0.052 0.019
C 2.64855 -2.20577 -1.07228 0.104 -0.369 -0.018
C 1.61901 -3.11415 -3.20514 0.037 -0.110 -0.226
H -1.44557 -6.03602 -2.94367 0.088 -0.029 0.050
H -0.59412 -6.60052 -4.39296 0.071 -0.016 0.036
H -2.03868 -5.62007 -4.53259 -0.027 -0.006 -0.009
H -0.24776 -4.17459 -5.03345 0.028 0.181 0.018
H -0.85788 -3.66377 -3.49058 0.005 -0.084 0.235
H 2.43911 -5.67163 -2.26895 0.026 0.003 0.030
H 0.87704 -6.42825 -2.41560 -0.066 0.003 -0.155
H 3.06258 -4.60308 -0.34517 0.070 0.016 0.108
H 2.33073 -6.07628 0.26269 0.024 -0.038 0.037
H 1.91821 -4.52560 1.01648 0.043 -0.041 0.072
H -0.61195 -5.20684 0.56142 0.059 0.014 0.086
H -0.96982 -5.91998 -0.98655 0.003 -0.041 -0.041
H 0.24556 -6.66092 0.08667 -0.090 -0.130 -0.103
H 0.23259 -0.85626 -0.97303 -0.131 -0.035 0.009
H -0.31454 -1.35594 -2.60069 -0.152 -0.037 0.145
H 1.20646 -0.49794 -2.39354 0.013 -0.010 -0.083
H 3.44910 -2.89234 -1.34172 0.011 -0.031 0.022
H 2.97902 -1.21422 -1.37511 -0.006 0.068 0.046
H 2.53771 -2.24719 0.00989 -0.078 0.181 0.044
H 2.68505 -3.06712 -3.42524 0.076 -0.047 0.155
H 1.13707 -2.47070 -3.94273 0.031 0.012 -0.083
C -2.86292 -4.93004 5.90012 -0.373 -0.149 -0.093
C -1.79104 -5.39758 4.95874 -0.023 0.046 0.057
C -1.75198 -4.73697 3.59947 0.017 0.062 -0.028
O -1.15916 -5.76058 2.78720 -0.096 0.058 0.103
C -1.46918 -6.95856 3.34761 0.065 -0.031 0.028
O -1.28650 -8.00856 2.82112 -0.012 -0.004 -0.018
O -1.99806 -6.77971 4.57433 0.060 0.029 -0.024
H -3.83537 -4.90241 5.40321 0.032 -0.024 -0.045
H -2.94186 -5.60798 6.74831 0.101 0.043 0.049
H -2.62525 -3.93736 6.27195 0.028 0.001 -0.011
H -0.81212 -5.33148 5.43584 -0.007 -0.052 0.039
H -1.14554 -3.83536 3.56731 0.080 -0.061 -0.047
H -2.75173 -4.52507 3.21203 -0.023 0.030 0.055
C 1.31110 0.33848 7.97742 0.032 -0.039 0.317
C 0.90438 -0.79748 7.08765 0.031 0.095 -0.008
C -0.46935 -0.69815 6.46507 0.003 0.039 -0.084
O -0.80402 -2.08030 6.26096 -0.019 0.030 0.006
C -0.13663 -2.80447 7.19800 -0.056 0.000 0.008
O -0.35316 -3.95513 7.41589 0.162 0.059 0.081
O 0.77129 -2.03982 7.82679 0.004 -0.028 -0.091
H 0.52529 0.58798 8.69458 -0.051 -0.047 -0.050
H 2.20225 0.06894 8.54515 0.047 -0.006 -0.074
H 1.53226 1.21234 7.36847 0.005 0.056 0.019
H 1.65756 -0.95810 6.31184 0.030 -0.032 0.029
H -0.48623 -0.16373 5.51960 0.011 -0.084 -0.044
H -1.19941 -0.26398 7.15254 0.025 0.043 0.011
C 2.31051 -0.08606 2.62873 0.084 -0.081 0.178
C 2.02149 1.32394 3.06774 0.046 -0.059 -0.079
C 3.17857 2.29902 2.99462 0.043 -0.007 -0.051
O 2.83833 3.24290 4.02154 0.020 -0.017 -0.003
C 2.09931 2.59340 4.94166 0.146 -0.175 0.101
O 1.82078 3.01795 6.01748 -0.200 0.091 -0.001
O 1.72181 1.37827 4.48050 -0.104 0.080 -0.038
H 3.23899 -0.44944 3.07118 0.000 0.017 0.007
H 1.50567 -0.75374 2.93611 -0.048 0.027 -0.073
H 2.39550 -0.12663 1.54308 0.002 -0.002 -0.022
H 1.15318 1.72593 2.53765 -0.013 -0.002 0.013
H 3.27306 2.80830 2.03987 -0.060 0.099 0.047
H 4.12568 1.82707 3.26456 -0.009 -0.045 -0.023
C -2.14604 -4.51336 -9.27204 0.082 -0.269 0.233
C -2.29272 -3.15589 -8.64929 0.016 -0.029 -0.102
C -1.02600 -2.33999 -8.52095 0.035 0.023 -0.054
O -1.31817 -1.50227 -7.38966 0.055 -0.042 -0.012
C -2.20695 -2.16496 -6.61592 0.019 -0.063 0.093
O -2.51130 -1.83048 -5.51123 0.125 -0.218 -0.111
O -2.68502 -3.24562 -7.25374 -0.040 0.068 -0.035
H -1.30610 -5.06197 -8.84061 -0.004 0.050 0.049
H -3.04694 -5.10403 -9.10985 -0.042 0.050 -0.056
H -1.99037 -4.40129 -10.34083 -0.014 -0.012 -0.026
H -3.06155 -2.57810 -9.16667 -0.011 -0.004 0.004
H -0.80785 -1.72661 -9.39034 -0.070 0.095 0.053
H -0.16345 -2.96309 -8.27169 -0.003 -0.035 -0.043
C 5.85564 0.42384 11.13629 -0.094 -0.242 -0.113
C 5.88895 1.22281 9.86102 -0.025 0.021 0.168
C 4.99735 2.44490 9.79627 0.114 0.105 -0.042
O 4.76143 2.56302 8.37859 0.009 -0.031 0.057
C 4.85083 1.32263 7.85259 -0.054 -0.024 -0.148
O 4.51617 1.03239 6.74370 -0.019 0.049 -0.013
O 5.36108 0.45902 8.74973 0.065 0.001 -0.041
H 4.83549 0.24323 11.46286 -0.015 0.037 -0.003
H 6.34261 -0.53934 10.98412 0.112 0.062 -0.010
H 6.38236 0.96067 11.92472 -0.014 0.024 0.003
H 6.91726 1.49457 9.60497 -0.006 -0.011 -0.065
H 5.46684 3.34879 10.17597 0.017 0.046 -0.141
H 4.04194 2.29289 10.28897 0.021 -0.069 0.096
C 0.33506 0.04536 -14.25813 0.259 -0.306 0.042
C -0.96970 -0.21231 -13.55939 0.084 0.062 -0.043
C -1.08295 0.31734 -12.14767 -0.025 0.080 0.007
O -2.02590 -0.59411 -11.55787 0.085 0.001 0.048
C -1.92871 -1.76872 -12.22488 -0.025 -0.035 -0.029
O -2.44510 -2.78252 -11.86615 0.037 0.102 -0.029
O -1.16960 -1.63129 -13.32374 -0.084 0.038 -0.016
H 1.18325 -0.19983 -13.61538 -0.048 -0.029 0.041
H 0.41541 -0.56849 -15.15479 -0.077 0.042 -0.033
H 0.39587 1.09005 -14.54311 -0.014 0.017 -0.022
H -1.81135 0.13678 -14.15998 0.015 0.008 -0.028
H -1.45692 1.33472 -12.08728 -0.119 -0.044 0.004
H -0.13737 0.23070 -11.60563 0.030 0.033 -0.033
C 2.52474 5.43356 -14.66335 0.026 -0.141 0.129
C 1.08401 5.18908 -15.02171 0.073 0.071 0.026
C 0.04915 5.84925 -14.13401 0.001 0.036 -0.008
O -1.06966 4.95972 -14.26645 0.018 0.012 0.050
C -0.58665 3.73458 -14.55635 -0.034 -0.002 -0.025
O -1.23066 2.73213 -14.55591 -0.063 0.110 0.076
O 0.73097 3.79798 -14.84505 -0.039 0.016 -0.066
H 2.69066 5.29566 -13.59434 -0.016 0.002 0.000
H 3.17112 4.73861 -15.19708 -0.008 0.045 -0.067
H 2.80859 6.44981 -14.93543 -0.005 0.009 0.003
H 0.89726 5.43576 -16.07036 -0.004 -0.015 -0.008
H -0.23439 6.85086 -14.44336 -0.099 -0.045 -0.056
H 0.35947 5.85724 -13.08665 0.050 0.033 -0.008
C -3.39184 0.77824 -4.36595 -0.186 0.334 -0.025
C -3.55559 0.99605 -2.88885 0.011 -0.057 -0.080
C -4.97598 1.03030 -2.36642 -0.014 -0.039 0.006
O -4.84672 1.85804 -1.19946 -0.042 0.018 -0.039
C -3.79414 2.68258 -1.39695 0.012 0.014 0.013
O -3.53436 3.61150 -0.69514 0.085 -0.026 -0.058
O -3.09706 2.31332 -2.48660 0.036 -0.054 0.060
H -4.06158 1.42953 -4.93239 -0.008 0.023 0.055
H -2.37153 0.99935 -4.67418 0.040 -0.126 0.032
H -3.60457 -0.25858 -4.61526 0.017 0.110 0.044
H -2.96367 0.26859 -2.32593 0.010 0.008 0.012
H -5.37549 0.05927 -2.08966 0.028 0.019 0.109
H -5.65339 1.52571 -3.06583 0.007 -0.036 -0.043
C -1.14908 0.45600 11.91111 0.094 -0.048 -0.156
C -0.07736 1.22638 12.63383 -0.102 0.001 -0.032
C 0.02220 2.70345 12.31179 -0.024 0.018 0.012
O 1.41057 2.97134 12.56362 -0.029 0.013 -0.044
C 2.08851 1.82020 12.37017 0.034 -0.066 -0.023
O 3.27648 1.73425 12.31176 -0.186 0.092 0.124
O 1.23931 0.78275 12.23715 0.005 0.007 0.086
H -1.14614 0.68971 10.84560 0.007 0.014 0.006
H -0.98553 -0.61493 12.02070 -0.026 0.003 0.069
H -2.12752 0.70258 12.32271 -0.004 0.010 0.000
H -0.15378 1.07751 13.71440 0.010 -0.009 0.005
H -0.59820 3.34209 12.93367 0.097 0.025 0.072
H -0.17904 2.90219 11.25640 -0.056 -0.022 -0.001
C 4.11745 5.17750 6.53272 0.160 0.146 -0.238
C 4.72401 6.09794 7.55251 -0.056 -0.073 -0.047
C 4.11733 7.48116 7.65253 -0.029 0.008 0.034
O 5.21579 8.26036 8.14227 -0.018 0.012 -0.040
C 6.36128 7.65634 7.73602 0.010 -0.016 -0.015
O 7.44382 8.13717 7.82190 0.004 0.009 0.001
O 6.09025 6.43557 7.22250 0.008 -0.005 0.086
H 3.99149 5.68488 5.57434 -0.012 0.036 0.025
H 4.75583 4.31163 6.36943 -0.046 -0.052 0.102
H 3.14731 4.82084 6.87018 -0.001 -0.025 0.001
H 4.74115 5.62081 8.53758 0.014 0.001 0.008
H 3.27751 7.55236 8.33832 0.065 0.039 0.075
H 3.82935 7.86601 6.67120 -0.041 -0.047 -0.015
C -6.29896 4.90102 0.53133 -0.017 -0.169 0.187
C -7.73090 4.63143 0.15784 0.085 0.077 0.020
C -8.78813 5.31587 0.99824 -0.021 0.032 -0.011
O -9.90033 4.42156 0.87463 0.021 0.009 0.042
C -9.40404 3.18016 0.63822 0.015 -0.020 0.001
O -10.04656 2.18189 0.66165 -0.007 0.000 0.005
O -8.07974 3.24731 0.37493 -0.043 0.014 -0.068
H -6.15452 4.80653 1.60912 -0.034 0.016 0.004
H -5.62944 4.19272 0.04918 -0.018 0.084 -0.056
H -6.01336 5.90834 0.22737 -0.014 0.006 -0.012
H -7.89887 4.84202 -0.90302 -0.009 -0.012 -0.006
H -9.06712 6.30578 0.64747 -0.088 -0.042 -0.049
H -8.49662 5.36282 2.05048 0.054 0.035 -0.009
```
Forces are in eV/Å.

Results
HOMO energy (alpha / beta) (eV): -8.24 / -9.11
2S+1: 2
<S²>: 0.754
Kohn-Sham gap (alpha / beta) (eV): 8.4 / 9.3

---

[2]
A structure of composition C21H31F5MnOP2 in a non-equilibrium geometry, computed with ωB97M-V/def2-TZVPD.

```
61
Properties=species:S:1:pos:R:3:forces:R:3
P 0.16837 -1.82665 -3.28032 -0.771 -0.002 -1.665
P 0.14489 1.31785 -3.13525 0.323 0.286 -1.861
C -0.20531 -0.88267 -4.86165 0.119 -0.225 0.255
C 0.41777 0.49983 -4.82078 -0.068 0.045 0.342
H -1.30334 -0.83795 -4.97756 0.425 0.061 0.019
H 0.21970 -1.46726 -5.69538 -0.418 0.119 0.143
H 1.50616 0.46469 -5.00986 -0.424 -0.077 0.076
H -0.04744 1.14337 -5.58687 0.397 -0.090 0.212
C -1.47423 2.04750 -3.64709 -0.025 0.221 0.318
H -1.79053 2.79890 -2.91658 -0.121 -0.110 -0.111
H -2.24044 1.26882 -3.71782 0.067 0.114 0.084
H -1.35580 2.52204 -4.62860 -0.119 -0.027 0.213
C 1.24073 2.70919 -3.61228 -0.022 0.537 0.183
H 0.89018 3.12823 -4.56618 0.199 0.029 0.236
H 2.26804 2.34625 -3.74357 -0.214 0.098 0.128
H 1.22876 3.48659 -2.84313 0.122 0.035 -0.156
C -0.93335 -3.20304 -3.74723 0.129 -0.544 -0.050
H -0.84138 -4.02141 -3.02749 -0.150 -0.026 -0.175
H -0.63661 -3.54451 -4.74913 -0.275 -0.153 0.219
H -1.97193 -2.85019 -3.77519 0.231 -0.127 0.076
C 1.77367 -2.47610 -3.89082 0.084 -0.298 0.204
H 2.51824 -1.67679 -3.95147 -0.067 -0.104 0.074
H 1.61213 -2.89260 -4.89125 0.183 -0.020 0.142
H 2.14236 -3.26179 -3.22470 0.100 0.105 -0.104
Mn 0.11931 -0.44377 2.36050 0.200 1.058 3.061
C 0.78102 1.14803 0.89527 -2.030 1.677 -1.530
C -0.62461 1.08124 0.87958 2.226 1.537 -0.695
C -1.50204 0.40304 -0.13509 -0.563 -0.905 -0.681
C -1.84315 -1.09754 0.18352 -0.659 0.765 0.036
C -0.78270 -1.84259 0.91964 2.324 -1.751 -2.294
C 0.61495 -1.79560 0.68735 -2.862 -1.564 -0.755
C 1.33071 -1.02785 -0.37595 0.081 0.987 -0.712
C 1.74162 0.43403 -0.00561 0.731 -0.866 0.105
C 0.36967 -1.98171 3.61994 0.700 -0.544 0.624
H 1.20672 2.03552 1.37520 -0.189 -0.638 0.535
H -1.13257 1.85875 1.46399 0.341 -0.441 0.170
H -1.04699 0.48190 -1.14686 -0.198 -0.156 0.833
H -2.46945 0.94870 -0.17578 0.639 -0.240 0.014
H -2.76761 -1.11492 0.79246 0.404 -0.022 -0.191
H -2.09979 -1.64855 -0.74081 0.165 0.291 0.217
H -1.11815 -2.72734 1.47020 0.115 0.554 0.258
H 1.16648 -2.63451 1.11742 -0.111 0.518 0.270
H 0.70088 -0.99434 -1.28950 0.421 0.074 0.936
H 2.24847 -1.58423 -0.64884 -0.427 0.254 0.149
H 2.72801 0.36317 0.49445 -0.451 0.304 -0.057
H 1.91387 1.03291 -0.92609 -0.206 -0.375 0.479
H 1.17915 -1.69270 4.30555 -0.267 -0.443 0.168
H 0.58493 -2.93717 3.12806 -0.043 -0.061 0.451
H -0.59147 -2.02827 4.15757 0.233 -0.124 0.095
F -0.93406 2.40488 8.90565 0.036 -0.066 -0.360
C -0.64548 2.08533 7.62170 0.032 0.238 0.451
C 0.53573 2.57522 7.04746 -0.303 0.002 0.355
F 1.36643 3.38666 7.75746 -0.691 -0.654 -0.470
C 0.83930 2.22065 5.75190 -0.392 -0.526 -0.664
F 1.97022 2.68495 5.17817 -0.243 -0.148 0.205
C 0.00427 1.35035 4.97110 -0.308 0.355 1.722
O 0.37941 0.95106 3.81583 -0.341 0.220 -1.046
C -1.22392 0.95177 5.59755 0.753 0.152 -0.725
F -2.10865 0.21141 4.87884 0.343 0.111 0.139
C -1.53329 1.28912 6.89704 0.038 0.272 0.483
F -2.68791 0.86009 7.47132 0.797 0.311 -0.379
```
Forces are in eV/Å.

Results
HOMO energy (alpha / beta) (eV): -6.16 / -7.32
2S+1: 6
<S²>: 8.776
Kohn-Sham gap (alpha / beta) (eV): 5.8 / 6.2
Energy above the lowest of the compared OMol25 structures with the same formula, charge and spin (kJ/mol): 0.0

---

[3]
The ion C16H18NO with charge -1 in a non-equilibrium geometry, computed with ωB97M-V/def2-TZVPD.

```
36
Properties=species:S:1:pos:R:3:forces:R:3
C -2.10677 1.13394 1.09949 -0.097 0.187 0.718
C -0.72943 0.58559 0.73006 0.182 1.894 1.480
C -0.31268 -0.29476 1.84325 0.610 -1.353 1.816
N -0.05470 -0.88999 2.81886 -0.692 1.163 -1.859
C 0.27956 1.83998 0.75710 -0.442 -0.141 0.074
C -0.06426 3.03575 0.09209 0.583 -0.220 -0.244
C 0.92856 3.97773 -0.24413 -0.264 -0.396 0.565
C 2.24333 3.81023 0.21282 -0.424 -0.220 -0.231
C 2.53673 2.72450 1.03665 -0.536 -0.142 0.413
C 1.53740 1.78876 1.37687 0.318 0.243 -0.411
C -0.57061 -0.15349 -0.58583 -0.185 -0.827 -0.802
C 0.81357 -0.66496 -0.54596 1.255 -1.323 -0.272
C 1.39495 -1.90002 -1.01119 -1.120 1.280 0.494
O 2.39806 -1.89297 -1.73476 1.203 -0.673 -0.053
C 0.84359 -3.25399 -0.51077 0.455 0.255 -0.380
C -0.48597 -3.55699 -1.17992 -0.041 0.138 0.644
C -1.58768 -2.65179 -0.56867 -0.129 -0.564 -0.260
C -1.64615 -1.21132 -1.07351 0.579 0.648 -0.151
H -2.41379 1.93697 0.42625 -0.187 -0.339 -0.001
H -2.84174 0.33044 1.14262 -0.113 0.096 -0.193
H -2.01546 1.55353 2.11785 -0.275 -0.031 -0.413
H -1.10946 3.23671 -0.15866 0.510 -0.173 -0.363
H 0.65700 4.83076 -0.86559 0.072 -0.087 0.259
H 3.01240 4.53346 -0.05961 -0.147 -0.237 0.030
H 3.54956 2.58188 1.42126 -0.354 0.119 -0.006
H 1.74724 1.01272 2.11830 0.063 -0.002 -0.617
H -0.62871 0.61504 -1.38589 -0.296 0.112 0.315
H 1.57304 0.09919 -0.38879 -0.095 0.004 -0.796
H 0.72154 -3.20260 0.58359 -0.053 -0.084 -0.319
H 1.59206 -4.02663 -0.73729 -0.123 0.217 -0.076
H -0.72834 -4.61620 -0.99502 -0.210 0.253 -0.046
H -0.39091 -3.43182 -2.27405 -0.173 0.080 0.352
H -2.53923 -3.13687 -0.82981 -0.072 0.230 0.214
H -1.48802 -2.65983 0.52621 -0.067 -0.146 -0.177
H -1.42814 -1.23869 -2.15016 -0.157 -0.091 0.058
H -2.68656 -0.84425 -1.00365 0.422 0.130 0.239
```
Forces are in eV/Å.

Results
HOMO energy (eV): -1.98
Kohn-Sham gap (eV): 5.1
Total charge: -1

---

Number 1 is which compound? C56H87N2O34S